# 1
108
Properties=species:S:1:pos:R:3:forces:R:3 method="wB97M-V/def2-TZVPD" molar_mass_g_mol=775.25 total_charge=+1 relative_energy_kj_mol=0.0 gap_ev=4.601 spin_multiplicity=1 total_energy_ev=-74213.6478
C 6.15694 -5.35294 -3.30467 -0.216 0.004 0.018
C 4.95418 -6.01717 -2.59725 0.445 0.406 -0.351
C 4.52882 -5.24208 -1.34067 0.074 -0.139 -0.194
I 4.04216 -6.49542 0.34258 -0.175 0.147 -0.078
C 3.44140 -4.25254 -1.61150 -0.237 -0.160 -0.123
C 2.14685 -4.55170 -2.05713 0.243 -0.005 0.023
C 1.73646 -5.95111 -2.44815 -0.022 0.814 -0.228
C 1.54341 -6.08533 -3.96689 0.006 0.007 0.105
O 1.83089 -7.10941 -4.50031 0.167 -0.494 -0.305
C 1.22775 -3.50190 -2.18049 0.444 0.242 0.338
C -0.19874 -3.73513 -2.57730 -0.193 -0.304 0.486
O -0.54740 -3.59836 -3.69784 -0.169 0.143 -1.055
O -1.07109 -4.09648 -1.62892 0.182 0.037 0.281
C -0.65856 -4.08743 -0.25833 -0.305 0.260 0.252
C -1.85597 -4.58657 0.52739 0.022 0.215 0.029
O -2.27974 -5.66814 0.37383 -0.399 -0.962 -0.143
Cl -2.55353 -3.47855 1.67892 0.091 0.308 0.067
C 1.60441 -2.18775 -1.95734 0.599 -0.392 0.136
C 2.90848 -1.89306 -1.58608 -0.257 0.261 0.159
C 3.36866 -0.48924 -1.39869 0.019 0.044 -0.185
C 3.50086 0.19185 -2.78559 0.261 -0.736 -0.324
N 4.31831 -0.52314 -3.75130 -0.132 0.072 0.218
N 3.73376 -2.94036 -1.42686 -0.595 -0.062 -0.160
F 4.99296 -2.64438 -1.04089 0.010 0.098 0.037
H 6.64172 -4.60158 -2.68850 0.128 0.063 0.134
H 6.89851 -6.09906 -3.55713 0.172 -0.110 -0.052
H 5.86222 -4.87426 -4.23230 -0.064 0.118 -0.120
H 5.22600 -7.03020 -2.34109 -0.134 -0.254 0.165
H 4.14516 -6.04650 -3.31540 -0.195 -0.319 -0.004
H 5.38660 -4.70159 -0.98374 0.187 -0.029 0.207
H 0.78747 -6.17809 -1.96893 -0.189 -0.268 0.092
H 2.47055 -6.69790 -2.20769 0.040 -0.282 0.429
H 1.15305 -5.24224 -4.54898 -0.144 0.297 0.085
H -0.39054 -3.09282 0.07760 0.185 0.174 -0.110
H 0.13351 -4.80529 -0.06926 0.278 -0.062 -0.022
H 0.90855 -1.37476 -2.06838 -0.136 0.168 -0.031
H 2.59356 0.01253 -0.82645 -0.021 0.193 0.163
H 4.30183 -0.42800 -0.85766 0.154 -0.070 0.166
H 3.93909 1.17153 -2.66124 -0.194 0.356 0.180
H 2.50038 0.27219 -3.19690 -0.106 0.379 -0.181
H 3.88247 -1.35324 -4.12455 0.048 -0.043 -0.064
H 5.25370 -0.71792 -3.42480 0.069 -0.013 -0.075
C -1.24124 2.18253 -4.47301 -0.037 0.024 0.024
C -0.61122 3.15958 -3.49123 -0.123 -0.008 -0.070
N 0.78873 3.42356 -3.76916 0.169 -0.148 0.097
C 1.47488 4.10154 -2.68332 0.082 -0.025 0.211
C 1.02426 5.51482 -2.29999 0.093 0.032 0.030
C 1.08190 3.90698 -5.10976 -0.029 0.015 -0.266
C 0.38132 5.18672 -5.58165 0.075 0.007 -0.025
H -0.65874 1.26091 -4.53394 0.035 0.014 -0.028
H -2.24923 1.92782 -4.14438 -0.009 0.007 -0.003
H -1.32410 2.60280 -5.47506 0.011 -0.016 -0.009
H -0.67239 2.72565 -2.48845 0.062 0.071 0.048
H -1.21803 4.07703 -3.46547 -0.027 -0.022 0.013
H 2.54472 4.12016 -2.91160 -0.015 0.020 -0.105
H 1.37961 3.46406 -1.79548 -0.082 -0.009 -0.012
H 1.34018 6.25569 -3.03216 -0.062 0.005 -0.038
H 1.47794 5.79445 -1.34656 -0.006 -0.009 -0.002
H -0.05683 5.58356 -2.17859 -0.014 -0.015 -0.019
H 0.84140 3.10782 -5.81551 -0.050 -0.018 0.049
H 2.16351 4.03711 -5.19287 0.016 0.017 0.107
H -0.68681 5.17455 -5.36194 -0.008 -0.016 0.008
H 0.48780 5.28229 -6.66332 0.009 -0.007 0.000
H 0.81161 6.08169 -5.13600 -0.054 0.008 0.053
C 1.99236 6.89551 4.94619 -0.027 -0.009 0.018
C 1.35121 7.82398 3.92563 -0.027 -0.054 0.125
N 1.72746 7.51454 2.55898 0.045 0.057 -0.137
C 1.38216 8.55854 1.60943 0.024 0.171 -0.064
C -0.10182 8.87418 1.38628 0.026 0.007 -0.091
C 1.46969 6.15465 2.13051 0.008 -0.277 0.042
C 0.02937 5.62899 2.21638 0.027 -0.061 -0.094
H 3.07522 6.86888 4.81906 0.001 -0.011 -0.035
H 1.77651 7.25130 5.95384 -0.008 0.001 0.004
H 1.60937 5.87653 4.87312 0.010 -0.003 0.001
H 1.68476 8.84309 4.13529 -0.022 0.038 -0.088
H 0.26009 7.81932 4.07618 0.004 0.011 0.028
H 1.84180 8.31203 0.64805 -0.001 -0.083 0.012
H 1.87975 9.47469 1.94149 -0.007 -0.026 0.075
H -0.60298 8.09927 0.80725 -0.025 -0.033 0.048
H -0.19567 9.80472 0.82338 0.012 0.004 0.007
H -0.63864 9.00674 2.32570 0.005 -0.014 0.019
H 2.10811 5.48760 2.71699 -0.017 0.051 0.064
H 1.82696 6.04633 1.10271 -0.007 0.133 -0.029
H -0.43511 5.86329 3.17451 0.009 0.017 0.016
H 0.03009 4.54087 2.11429 0.011 0.002 0.003
H -0.60273 6.02597 1.42359 -0.035 0.060 0.047
C -8.29059 -4.37954 6.54460 0.015 -0.002 0.034
C -7.16761 -5.04881 5.76660 -0.054 0.011 0.128
N -6.77772 -4.30912 4.58082 0.052 -0.009 -0.124
C -5.94017 -5.06788 3.67203 0.009 -0.137 -0.118
C -4.55101 -5.50154 4.15714 0.057 -0.009 -0.107
C -6.39217 -2.92747 4.80037 -0.048 0.205 0.092
C -5.23982 -2.64448 5.77471 0.018 0.076 -0.067
H -9.14238 -4.17416 5.89562 0.016 0.022 -0.026
H -8.62471 -5.03735 7.34724 0.004 -0.004 0.007
H -7.97174 -3.44326 7.00426 -0.010 0.005 -0.004
H -7.51715 -6.03179 5.44084 0.067 -0.013 -0.071
H -6.32199 -5.23208 6.44880 -0.018 -0.017 0.017
H -5.83032 -4.49373 2.74710 -0.002 0.072 0.036
H -6.49683 -5.96654 3.38887 -0.033 -0.002 0.075
H -3.85506 -4.66457 4.19992 -0.006 0.012 0.092
H -4.13265 -6.23024 3.45858 -0.014 -0.001 -0.004
H -4.58532 -5.97360 5.13906 -0.031 0.015 0.018
H -7.27258 -2.38378 5.15145 -0.012 -0.054 0.033
H -6.15907 -2.48325 3.82902 0.025 -0.089 -0.047
H -5.34221 -3.20640 6.70352 -0.016 -0.020 0.001
H -5.23473 -1.58448 6.03651 -0.009 0.000 -0.006
H -4.26651 -2.87472 5.34242 0.007 -0.073 0.039

# 2
13
Properties=species:S:1:pos:R:3:forces:R:3 method="wB97M-V/def2-TZVPD" molar_mass_g_mol=98.10 relative_energy_kj_mol=252.0 gap_ev=10.650 spin_multiplicity=1 total_energy_ev=-9374.4838
C -0.22531 2.63335 -0.22897 0.134 -0.512 -0.023
C 0.08205 1.47175 -0.31426 -0.101 0.481 0.002
C 0.39344 0.04176 -0.43168 0.011 -0.018 0.012
C -0.81071 -0.66696 -1.05326 -0.463 -0.041 0.126
O -1.83598 -0.86078 -0.44612 0.441 0.096 -0.299
C 0.71319 -0.62610 0.94255 0.161 0.250 0.106
O 0.28712 -1.96554 0.99291 -0.185 -0.045 0.067
H -0.50941 3.66117 -0.15278 0.092 -0.216 -0.006
H 1.24520 -0.08422 -1.11055 -0.122 0.005 0.086
H -0.69078 -1.02616 -2.09313 -0.051 0.117 0.053
H 0.27448 -0.03302 1.75352 0.019 -0.058 -0.146
H 1.79744 -0.64482 1.07859 -0.150 0.099 0.001
H -0.68128 -1.94472 1.01878 0.214 -0.157 0.022

# 3
15
Properties=species:S:1:pos:R:3:forces:R:3 method="wB97M-V/def2-TZVPD" molar_mass_g_mol=96.13 relative_energy_kj_mol=236.5 gap_ev=9.157 spin_multiplicity=1 total_energy_ev=-8292.5447
C -2.34059 -0.11713 -0.22278 -0.040 0.019 -0.056
C -0.92404 0.33372 0.04353 -0.123 0.200 -0.081
C -0.24452 1.33654 -0.81315 0.471 -0.430 -0.303
N 1.04922 1.02473 -0.58659 0.104 0.111 -0.159
C 1.28224 -0.14568 0.16354 -0.234 -0.004 0.051
N 2.59101 -0.55045 0.41806 -0.020 -0.087 -0.105
C 0.09049 -0.61864 0.56793 0.097 0.168 0.014
H -2.35823 -0.90593 -0.97965 0.027 0.083 0.061
H -2.80215 -0.51522 0.68733 0.018 0.100 -0.147
H -2.92613 0.72571 -0.59597 -0.025 -0.115 0.068
H -0.97068 1.30713 0.64601 -0.147 -0.387 0.696
H 1.80264 1.61798 -0.89837 -0.004 -0.048 -0.011
H 2.63546 -1.48426 0.80671 -0.028 0.170 0.018
H 3.19993 -0.49565 -0.38965 -0.084 0.056 0.043
H -0.08466 -1.51283 1.15306 -0.012 0.165 -0.089